The following is a DFT calculation (ωB97M-V/def2-TZVPD) of 6 unconnected molecules or ions with the total composition C19H49BBrNO9PS5 in a non-equilibrium geometry.

Structure (XYZ):
```
86
Properties=species:S:1:pos:R:3:forces:R:3:lowdin_charge:R:1
H 6.767 -2.071 3.550 0.01 -0.03 -0.03 0.04
H -3.045 2.867 2.985 -0.07 -0.03 0.01 0.03
C 5.973 -3.741 -2.605 0.21 0.54 0.06 -0.17
O -4.841 4.445 1.299 0.05 0.01 0.06 -0.56
H -0.050 -1.939 -3.975 -0.04 -0.14 0.25 0.08
H 5.322 -1.065 3.272 -0.02 -0.02 -0.05 0.06
O -2.281 -1.030 0.709 -0.02 0.02 0.10 -0.55
C 4.503 -3.450 -2.874 0.14 -0.58 -0.43 -0.20
C 2.650 -2.888 -4.442 0.68 0.94 -0.91 -0.35
H -6.498 3.127 3.154 0.02 -0.03 0.01 0.05
C 5.680 -2.042 3.595 0.01 0.09 0.07 -0.28
H -5.166 -0.274 2.615 0.00 0.03 0.05 0.05
H -1.545 3.605 2.360 -0.02 -0.04 -0.01 0.06
H 7.250 1.111 -1.290 -0.09 0.09 0.27 0.07
C -8.549 0.941 -1.577 0.00 0.02 -0.14 -0.27
H 4.319 -1.670 -4.045 0.20 0.24 -0.06 0.11
H -2.181 0.518 3.035 0.01 0.03 -0.07 0.04
B 1.021 -1.617 -3.425 -0.09 -0.27 -0.87 -0.94
H -6.671 3.006 -1.222 -0.03 0.00 0.08 0.06
H -5.439 4.323 5.047 0.00 -0.03 -0.04 0.05
C 6.970 -2.560 -2.704 -0.48 -0.62 0.11 -0.16
H 6.035 1.490 -2.526 -0.20 0.17 0.14 0.09
O 1.744 -0.739 -4.390 -0.37 0.12 0.29 -0.12
S 5.050 -3.307 2.482 -0.21 -0.03 -0.01 0.81
H -1.456 -1.044 3.492 0.00 -0.02 -0.05 0.05
H 3.044 -3.123 3.768 0.01 -0.03 0.02 0.05
C 5.721 -1.039 -1.272 -0.40 0.20 -0.47 -0.06
C -6.168 2.054 -1.058 0.07 0.11 -0.14 -0.25
C -4.549 -0.220 1.719 -0.13 0.04 0.14 -0.27
O -1.161 -0.991 -1.772 0.12 -0.68 0.19 -0.45
H -2.951 5.983 -0.329 -0.02 -0.04 -0.01 0.05
S -3.148 -1.327 1.876 -0.04 0.01 -0.06 0.85
N 6.367 -1.230 -2.576 1.33 0.27 0.74 -0.09
H -6.952 4.249 6.001 -0.02 -0.01 0.01 0.05
H -7.319 1.555 3.253 -0.01 0.01 -0.01 0.03
O 5.377 -2.865 1.105 0.21 -0.04 0.05 -0.55
C 2.159 -1.698 -5.331 0.22 0.37 0.58 -0.21
H -8.909 1.963 -1.699 0.03 0.01 0.05 0.06
H -1.459 -1.173 -0.862 -0.16 0.36 -0.19 -0.05
H 4.955 -0.280 -1.377 -0.11 0.22 0.19 0.10
H 4.045 -2.930 -2.047 -0.17 0.11 0.09 0.08
C -2.609 3.760 2.542 0.10 0.00 0.13 -0.26
H -5.315 2.200 -0.399 -0.07 -0.03 0.07 0.02
H 7.758 1.811 -2.829 0.10 0.17 -0.13 0.07
O 1.964 -2.730 -3.247 -0.67 -0.41 0.46 -0.10
O -7.902 1.571 0.894 -0.01 0.02 0.09 -0.55
O 8.097 -0.384 -3.831 -0.46 -0.02 0.67 0.02
C -2.556 5.591 0.605 0.05 0.08 -0.01 -0.27
S -6.238 2.084 5.294 -0.04 -0.02 -0.01 0.81
C -2.387 -0.521 3.283 0.01 0.02 0.13 -0.25
H -2.766 4.611 3.206 -0.02 0.01 -0.03 0.06
H -3.056 -0.577 4.140 -0.06 0.02 0.04 0.05
H -5.821 1.637 -2.003 0.00 -0.06 0.01 0.06
H 6.327 -4.505 -3.293 0.04 -0.17 -0.16 0.10
C 4.150 -2.734 -4.171 -0.31 0.07 0.50 -0.14
S -7.299 0.897 -0.288 -0.04 -0.06 -0.07 0.80
H 5.349 -2.256 4.611 0.00 -0.01 0.01 0.05
C -5.984 3.783 5.821 0.08 0.08 0.03 -0.27
H 4.753 -3.073 -5.013 0.08 -0.17 -0.19 0.12
H 1.322 -1.981 -5.974 -0.13 -0.19 -0.14 0.10
H -4.192 0.800 1.569 0.06 -0.02 0.01 0.05
H 5.223 -1.939 -0.963 -0.03 -0.22 0.00 0.04
H 2.455 -3.842 -4.941 -0.21 -0.31 0.11 0.14
H -8.118 0.572 -2.507 0.00 -0.02 -0.01 0.05
H -8.051 2.971 4.038 -0.02 -0.01 0.00 0.06
H -9.367 0.295 -1.269 0.02 -0.02 0.05 0.05
C 7.232 -0.221 -2.969 0.12 -0.08 -1.01 -0.49
Br 1.290 -1.941 -0.075 -0.01 -0.22 -0.03 0.17
H 3.120 -1.895 2.460 0.02 -0.02 -0.08 0.03
O -4.900 1.548 4.902 0.07 0.02 -0.07 -0.57
P 0.450 -0.655 -1.806 0.26 1.01 0.11 0.60
C 3.311 -2.934 2.728 -0.02 -0.01 0.14 -0.30
H 7.694 -2.678 -1.893 0.21 0.03 0.07 0.12
H 6.414 -0.785 -0.474 0.25 0.11 0.10 0.08
H 7.531 -2.626 -3.622 -0.02 0.29 -0.33 0.10
H 2.736 -3.586 2.074 0.03 0.02 -0.05 0.02
C 7.050 1.151 -2.353 -0.04 -0.46 -0.26 -0.01
H 6.066 -4.162 -1.607 -0.12 -0.13 0.17 0.09
C -7.111 2.480 3.785 0.05 0.04 -0.09 -0.27
H -1.494 5.374 0.491 0.01 -0.02 -0.03 0.06
H -2.718 6.310 1.408 -0.04 -0.03 0.02 0.06
H -5.406 3.767 6.744 0.00 -0.04 0.00 0.05
S -3.431 4.070 0.981 -0.09 -0.06 -0.04 0.80
H 2.941 -1.223 -5.921 0.25 -0.31 -0.30 0.11
H 3.996 -4.415 -2.904 -0.08 -0.20 0.13 0.12
H -5.123 -0.544 0.855 0.05 -0.06 -0.02 0.02
```
Forces are in eV/Å.

As for the calculated total energy: -6416.41007 Eh. The highest occupied orbital energy comes out at -3.43 eV. Its net charge is -1. As for the multiplicity: 1.

=====

The following is a DFT calculation (ωB97M-V/def2-TZVPD) of a molecular structure, C42H39GeN8Sn.

Structure (XYZ):
```
91
Properties=species:S:1:pos:R:3:forces:R:3:lowdin_charge:R:1
H 0.710 -0.244 6.450 0.01 -0.01 0.02 0.11
H -1.059 -3.734 -3.357 0.00 -0.01 0.01 0.10
H 5.936 -0.655 0.231 0.01 0.01 -0.01 0.12
C -0.829 -0.490 -5.450 0.02 -0.02 -0.06 -0.15
H 5.746 -0.565 -2.560 0.01 -0.01 0.00 0.12
H -0.366 6.037 -0.937 0.01 -0.02 -0.03 0.02
C -2.975 -1.525 -0.011 0.03 0.04 -0.07 -0.18
C 2.584 0.513 -3.021 0.08 -0.08 -0.05 -0.13
H -0.644 -3.853 -5.749 0.00 -0.02 -0.02 0.11
C 0.548 -0.535 5.420 -0.03 -0.02 -0.04 -0.04
C -0.692 -1.758 -6.068 0.00 0.03 0.01 -0.03
C 0.531 2.756 3.693 0.00 -0.02 -0.06 -0.01
H -2.693 1.419 1.416 0.01 0.00 -0.01 0.11
C -0.771 1.919 -5.481 0.00 -0.01 0.03 -0.04
C -1.261 -1.611 -3.279 0.04 0.14 -0.10 -0.23
H -4.937 -1.991 2.713 -0.01 0.00 -0.01 0.13
C -3.837 -2.198 0.871 -0.07 -0.03 0.01 -0.15
H 0.368 7.192 0.169 -0.02 0.01 0.03 0.02
C -1.053 -2.811 -3.914 0.01 -0.06 -0.02 -0.01
H -4.077 -5.118 -0.807 -0.01 -0.01 -0.01 0.11
C -2.890 -3.445 -1.438 -0.05 -0.01 0.01 0.00
C 4.718 -0.304 -2.342 0.01 0.00 0.01 0.00
C -4.231 -3.527 0.583 0.02 0.05 0.03 -0.03
C 3.427 -3.006 0.694 -0.02 0.03 0.02 -0.26
H 0.829 2.165 5.719 0.02 0.01 0.00 0.12
C -0.784 -2.879 -5.301 0.01 0.00 0.04 -0.05
C 4.975 -1.115 0.023 -0.01 -0.01 0.06 -0.02
N 2.668 -2.968 -0.410 0.03 -0.08 0.01 0.14
C 0.095 3.290 1.234 -0.04 0.07 0.00 -0.24
C -0.082 6.080 3.116 0.04 0.04 0.06 -0.23
H 1.028 3.318 0.662 0.05 0.04 0.06 0.08
C 0.153 -1.260 2.728 0.02 -0.02 0.03 -0.24
H -0.491 -1.816 -7.128 0.00 0.00 -0.02 0.12
H -2.877 6.115 1.095 0.01 0.03 0.01 0.02
H -0.422 7.113 3.032 0.01 0.01 -0.01 0.03
H -0.664 2.865 -5.991 0.00 0.01 0.00 0.11
C 0.368 -1.841 5.070 0.01 0.02 -0.02 -0.07
Ge -0.529 5.165 1.454 0.01 -0.07 -0.07 0.82
H 1.252 5.736 -0.290 0.02 0.01 0.00 0.02
C -3.776 -4.110 -0.559 0.05 -0.01 -0.04 -0.06
Sn -0.764 0.355 -1.082 -0.18 0.62 0.33 1.37
C -0.688 0.729 -6.148 0.01 -0.02 -0.01 0.01
H 0.071 -3.250 3.454 -0.01 -0.02 0.02 0.11
N 0.147 1.037 2.083 0.12 0.10 -0.09 0.13
N -1.580 -1.383 -1.944 0.06 -0.41 0.06 -0.12
C -4.281 -1.491 2.010 0.01 -0.03 0.03 0.02
H 0.994 6.095 3.288 0.01 0.01 0.02 0.03
C 3.131 -3.897 1.722 -0.04 0.05 -0.03 0.00
H 3.747 -3.957 2.608 0.00 0.01 0.02 0.12
H -4.883 -4.052 1.267 -0.02 0.00 0.00 0.12
C 2.877 -0.133 -0.857 0.00 0.02 0.03 -0.13
H 4.272 0.387 -4.333 0.00 0.00 -0.01 0.11
C 0.502 0.466 4.420 0.04 0.13 0.13 -0.16
C 0.256 2.315 2.371 0.02 0.10 0.15 -0.33
C 4.196 -0.520 -1.076 -0.07 0.01 0.03 -0.20
H 1.033 -3.762 -1.359 0.00 0.02 0.00 0.11
H 0.390 -2.617 5.824 -0.01 0.00 0.02 0.11
C 1.634 -3.793 -0.455 -0.04 0.03 -0.09 -0.21
C 2.008 -4.689 1.574 0.02 0.00 -0.01 -0.13
C 0.180 -2.205 3.720 -0.01 0.02 -0.01 -0.03
H 1.906 0.892 -3.778 -0.02 0.02 0.00 0.10
H -2.707 4.541 0.319 -0.03 0.00 0.00 0.01
H -0.573 5.639 3.983 -0.02 0.00 -0.01 0.02
H 0.632 3.812 3.893 0.02 -0.02 0.00 0.08
C -2.444 -2.168 -1.183 -0.02 0.10 0.05 -0.22
H -2.970 4.648 2.067 0.01 -0.03 0.02 0.02
H 2.457 -0.223 0.141 0.00 0.01 0.02 0.10
C 4.607 -2.129 0.810 0.04 0.02 -0.02 -0.02
C 0.264 6.131 -0.051 0.00 0.00 -0.03 -0.21
C 0.285 0.119 3.076 -0.22 -0.18 -0.14 -0.17
C 0.645 1.846 4.700 -0.03 -0.09 -0.02 0.01
N -1.151 0.779 -3.422 0.05 -0.17 -0.11 -0.04
H 0.678 -1.149 0.797 0.04 -0.03 0.03 0.01
C -1.089 -0.420 -4.070 0.00 0.05 0.12 -0.17
H 1.712 -5.384 2.352 -0.01 -0.01 -0.01 0.11
N 2.081 0.351 -1.795 -0.12 -0.03 -0.22 0.00
C 3.899 0.221 -3.333 -0.02 -0.01 0.01 -0.04
C -2.468 5.113 1.218 -0.06 -0.02 0.01 -0.22
H -4.211 0.359 3.088 0.00 0.00 0.01 0.11
H -2.587 -3.973 -2.324 0.02 -0.02 0.00 0.09
H 0.007 -2.597 1.218 -0.02 0.01 0.02 0.07
H -0.644 2.874 0.546 0.07 -0.08 -0.07 0.00
H -1.017 2.817 -3.525 0.00 0.00 0.01 0.12
H 5.266 -2.383 1.633 0.03 -0.04 -0.03 0.11
N -2.617 -0.232 0.211 0.00 -0.12 -0.02 -0.05
N -0.025 -1.596 1.372 0.09 -0.05 -0.05 0.12
N 1.238 -4.643 0.487 0.02 -0.04 0.07 0.08
H -0.502 0.704 -7.214 0.00 0.00 -0.01 0.13
C -0.985 1.895 -4.094 -0.01 0.03 -0.02 -0.13
C -3.886 -0.201 2.223 0.03 0.01 -0.03 -0.02
C -3.038 0.399 1.282 -0.02 0.02 0.03 -0.12
```
Forces are in eV/Å.

The relative energy (zero: lowest compared OMol25 entry of this formula, charge and spin) is 0.0000 eV. As for the calculated total energy: -4353.03759 Eh. The highest occupied orbital energy comes out at -9.86 eV. Its net charge is +1. As for the multiplicity: 1.

=====

The following is a DFT calculation (ωB97M-V/def2-TZVPD) of a molecular structure, C4H6CuFO4 in a non-equilibrium geometry.

Structure (XYZ):
```
16
Properties=species:S:1:pos:R:3:forces:R:3:lowdin_charge:R:1
O -0.821 -0.253 1.061 -0.78 -1.05 1.13 -0.19
H 1.026 2.383 1.136 0.03 -0.41 -0.01 0.14
C -0.557 -1.344 -1.978 0.30 -1.22 0.06 -0.03
C -0.707 1.025 1.396 0.05 -0.12 0.24 -0.47
C 0.472 1.596 0.617 -0.64 0.26 -0.46 -0.09
H 0.039 -2.209 -2.297 -0.06 0.35 -0.42 0.09
H -1.120 -1.748 -1.125 -0.19 0.71 -0.15 0.10
O 0.317 -0.290 -1.585 -0.28 1.38 1.35 -0.01
H -1.626 1.622 1.274 0.14 -0.17 0.11 0.15
O 1.708 -1.523 -0.303 -1.96 0.58 0.01 0.08
F -0.374 1.174 2.807 -0.07 -0.21 -0.26 -0.08
O 1.315 0.471 0.421 0.59 0.92 -1.59 0.00
C 1.018 -0.505 -0.469 2.90 -1.42 0.57 -0.59
Cu 0.424 -1.472 2.138 -0.52 0.92 -0.92 0.68
H -1.187 -0.940 -2.776 0.15 -0.23 0.32 0.10
H 0.074 2.015 -0.319 0.35 -0.30 0.01 0.13
```
Forces are in eV/Å.

The relative energy (zero: lowest compared OMol25 entry of this formula, charge and spin) is 1.1206 eV. As for the calculated total energy: -2197.26216 Eh. The highest occupied orbital energy comes out at -9.22 eV. As for the multiplicity: 1.

=====

The following is a DFT calculation (ωB97M-V/def2-TZVPD) of 3 unconnected molecules or ions with the total composition C3H12O5S.

Structure (XYZ):
```
21
Properties=species:S:1:pos:R:3:forces:R:3:lowdin_charge:R:1
O -2.205 -1.631 -0.115 -0.67 -0.33 -0.65 -0.25
H -0.704 -1.680 2.978 -0.07 -0.02 0.07 0.07
H 0.358 3.988 -1.873 -0.08 0.08 0.10 0.05
H 0.862 3.583 -3.252 0.07 0.06 -0.11 0.04
S -1.373 -1.015 0.844 0.43 -0.62 0.43 0.55
H -2.429 -1.278 2.887 -0.16 -0.21 -0.01 0.07
H 1.147 0.324 0.936 -0.14 0.07 0.01 0.12
C 2.372 -1.093 -0.138 -0.07 -0.09 0.01 -0.06
H -1.059 2.112 -2.298 0.15 0.05 0.03 0.00
H -1.820 -2.869 2.244 -0.13 -0.02 -0.01 0.07
O -1.393 0.396 1.029 -0.04 0.83 0.15 -0.28
O 0.795 3.274 -2.345 0.03 -0.14 -0.05 -0.05
O 0.121 -1.440 0.534 0.11 -0.03 0.01 -0.26
H 3.182 -0.366 -0.163 -0.03 0.06 -0.02 0.08
C 1.050 -0.402 0.132 0.46 -0.25 -0.14 -0.25
H 0.683 0.074 -0.775 -0.08 0.15 0.07 0.11
H 2.353 -1.619 -1.091 -0.02 -0.04 0.02 0.08
C -1.618 -1.817 2.403 0.44 0.42 0.01 -0.11
H -1.189 1.469 -0.928 -0.11 -0.06 0.29 -0.02
H 2.579 -1.817 0.650 0.05 0.05 0.02 0.08
O -1.711 1.806 -1.660 -0.15 0.04 -0.21 -0.06
```
Forces are in eV/Å.

As for the calculated total energy: -895.87041 Eh. Its SMILES is CCOS(C)(=O)=O.O.O. The highest occupied orbital energy comes out at -10.65 eV. As for the multiplicity: 1.